C8F11NO4S3SbSe4W | the ωB97M-V functional and the def2-TZVPD basis

ΔE to the lowest compared entry with this formula, charge and spin: 153.08 kcal per mole
Highest occupied orbital energy (spin up / spin down): -4.20 / -4.19 eV
HOMO-LUMO gap (spin up / spin down): 1.77 / 1.77 eV

Structure (ORCA input):
```
! RIJCOSX wB97M-V def2-TZVPD def2/J DEFGRID3
* xyz -1 1
W -0.21 0.79 -0.81
Sb -3.23 4.75 -0.46
Se -1.06 3.19 -1.28
Se 1.05 2.52 -2.11
Se -3.67 4.82 1.85
Se -3.34 6.59 -1.92
S -2.16 0.20 -2.15
S 1.18 -1.38 -0.92
S 3.24 0.38 -1.70
F 1.69 -2.70 1.82
F 0.39 1.45 0.81
F -4.29 -1.83 -1.03
F 4.87 -0.62 0.23
F 4.85 -1.77 -1.61
F -3.45 -0.63 3.44
F -4.79 -2.10 1.65
F -1.55 1.10 2.68
F 5.83 0.16 -1.54
F 3.36 -2.00 2.96
F 3.70 -3.25 1.22
O 0.14 -1.16 0.16
O 0.44 -0.82 -2.11
O 1.74 -2.68 -1.04
O 3.05 -0.22 -3.03
N 2.15 -0.13 -0.56
C 4.78 -0.54 -1.10
C 2.94 -2.36 1.78
C -3.88 -1.22 1.21
C -3.18 -0.46 2.14
C -2.72 -0.12 -0.52
C -3.65 -1.07 -0.14
C -2.21 0.44 1.72
C -2.00 0.66 0.37
*
```

Here are the Löwdin charges for atoms 1 to 8, given in e: number 1, W, carries 1.160; number 2, Sb, carries 0.057; number 3, Se, carries -0.042; number 4, Se, carries 0.252; number 5, Se, carries -0.128; number 6, Se, carries -0.148; number 7, S, carries 0.665; number 8, S, carries 0.362

=====

C8F24N4O16S8V | the ωB97M-V functional and the def2-TZVPD basis

Highest occupied orbital energy (spin up / spin down): -8.45 / -8.45 eV
HOMO-LUMO gap (spin up / spin down): 8.42 / 9.54 eV

Structure (ORCA input):
```
! RIJCOSX wB97M-V def2-TZVPD def2/J DEFGRID3
* xyz -1 3
V -0.13 0.34 -0.19
S 1.83 1.56 2.59
S -2.02 1.77 -1.70
S 1.23 -3.63 -3.29
S 2.30 2.05 -0.06
S -1.86 3.35 0.85
S -1.98 -2.53 0.21
S -0.93 -1.52 2.52
S 1.79 -2.39 -0.99
F -4.47 2.46 0.87
F 0.79 4.19 -0.18
F 4.23 0.38 2.51
F -1.66 0.04 4.34
F -2.90 1.34 1.78
F -0.62 3.81 -2.69
F -4.06 -0.95 0.63
F 2.64 4.39 -1.39
F 3.74 -2.55 0.54
F -4.50 -2.64 -0.71
F 2.90 -0.31 4.11
F -4.44 -2.88 1.41
F -3.73 3.09 2.68
F -3.31 -0.73 3.24
F 2.69 -1.03 2.15
F 2.71 4.64 0.65
F 4.04 -1.10 -1.11
F -2.31 -1.98 4.72
F -2.71 4.13 -2.73
F 3.49 -3.25 -4.54
F -1.83 2.72 -4.13
F 1.87 -4.16 -5.62
F 1.85 -1.97 -5.33
F 4.21 -3.33 -1.34
O -0.82 -0.30 1.71
O -0.07 -3.76 -3.84
O 1.54 1.69 -1.27
O 0.72 1.15 3.41
O 1.32 -1.13 -0.31
O 1.40 -3.61 -0.26
O -0.91 3.28 1.90
O -0.92 0.84 -2.03
O -3.32 1.29 -1.77
O -1.80 -3.74 -0.52
O -1.56 -1.27 -0.45
O 2.57 2.76 2.81
O 1.94 -4.77 -2.78
O 0.18 -1.90 3.32
O -2.26 4.53 0.20
O 3.73 2.00 0.00
N -1.50 -2.75 1.77
N 1.44 1.38 1.03
N 1.39 -2.19 -2.49
N -1.51 2.20 -0.23
C 2.18 -3.19 -4.80
C 3.59 -2.37 -0.69
C -3.35 2.53 1.60
C 2.09 3.97 -0.27
C -1.79 3.25 -2.88
C 2.94 0.07 2.82
C -3.87 -2.26 0.43
C -2.17 -1.04 3.77
*
```

Here are the Löwdin charges for atoms 1 to 8, given in e: number 1, V, carries 1.126; number 2, S, carries 0.656; number 3, S, carries 0.690; number 4, S, carries 0.621; number 5, S, carries 0.654; number 6, S, carries 0.613; number 7, S, carries 0.727; number 8, S, carries 0.614

=====

C8H10 | the ωB97M-V functional and the def2-TZVPD basis

ΔE to the lowest compared entry with this formula, charge and spin: 43.40 kcal per mole
Highest occupied orbital energy: -8.88 eV
HOMO-LUMO gap: 9.93 eV

Structure (ORCA input):
```
! RIJCOSX wB97M-V def2-TZVPD def2/J DEFGRID3
* xyz 0 1
C 0.67 1.29 -0.06
C -0.72 1.22 -0.07
C 2.84 -0.07 0.18
C -2.90 -0.12 0.14
C 0.79 -1.14 -0.17
C 1.30 0.07 -0.05
C -1.41 0.01 0.08
C -0.59 -1.11 -0.03
H 3.31 -0.90 -0.37
H 1.29 2.21 -0.33
H -1.24 -2.06 -0.14
H -3.30 0.86 -0.27
H -3.52 -0.31 1.14
H -1.30 2.12 -0.19
H 1.27 -2.15 -0.32
H 3.54 0.96 -0.08
H -3.15 -0.71 -0.71
H 3.12 -0.20 1.25
*
```

Here are the Löwdin charges for atoms 1 to 8, given in e: number 1, C, carries -0.047; number 2, C, carries -0.050; number 3, C, carries -0.079; number 4, C, carries -0.073; number 5, C, carries -0.082; number 6, C, carries -0.343; number 7, C, carries -0.304; number 8, C, carries -0.063

=====

C8H10AsBF6MgN2O16 | the ωB97M-V functional and the def2-TZVPD basis

ΔE to the lowest compared entry with this formula, charge and spin: 0.00 kcal per mole
Highest occupied orbital energy: -3.40 eV
HOMO-LUMO gap: 7.22 eV

Structure (ORCA input):
```
! RIJCOSX wB97M-V def2-TZVPD def2/J DEFGRID3
* xyz -2 1
As 1.33 2.63 -1.90
Mg -1.41 0.31 -0.39
F -0.07 1.65 -1.27
F 0.25 3.68 -2.80
F 2.34 1.52 -0.98
F 2.70 3.47 -2.60
F 1.54 1.47 -3.27
F 1.24 3.61 -0.39
O -3.29 -1.63 2.22
O -2.68 -1.04 0.34
O 3.15 -3.74 1.48
O 2.13 -1.69 0.61
O 4.49 -2.28 0.20
O 2.68 -3.38 -0.86
O 6.54 -2.68 1.06
O -1.01 -1.42 -3.87
O -1.74 -2.65 1.29
O -0.73 0.88 1.42
O 4.88 -4.58 2.77
O 0.09 -1.05 -0.39
O -2.71 1.69 -0.13
O -1.81 -0.23 -2.27
O 0.82 -3.07 -2.26
O -2.76 -0.28 -4.16
N -2.53 -1.79 1.29
N -1.83 -0.53 -3.50
C -2.49 2.56 1.06
C -0.01 0.31 2.50
C 1.45 -2.91 -1.20
C 4.41 -3.81 1.91
C -3.95 2.11 -0.74
C -1.11 2.19 1.68
C 5.29 -2.90 1.00
C 1.13 -1.73 -0.23
B 3.06 -2.73 0.38
H -2.45 3.57 0.64
H -1.14 2.45 2.74
H -4.75 1.95 -0.02
H -3.29 2.42 1.78
H -4.16 1.36 -1.51
H 0.56 -0.54 2.13
H -0.34 2.87 1.30
H -0.67 -0.11 3.26
H -3.83 3.06 -1.25
H 0.71 1.03 2.90
*
```

Here are the Löwdin charges for atoms 1 to 8, given in e: number 1, As, carries 0.892; number 2, Mg, carries 0.602; number 3, F, carries -0.267; number 4, F, carries -0.257; number 5, F, carries -0.263; number 6, F, carries -0.274; number 7, F, carries -0.276; number 8, F, carries -0.290

=====

C8H10AsCl2O6OsS | the ωB97M-V functional and the def2-TZVPD basis

ΔE to the lowest compared entry with this formula, charge and spin: 13.40 kcal per mole
Highest occupied orbital energy: -12.30 eV
HOMO-LUMO gap: 8.02 eV

Structure (ORCA input):
```
! RIJCOSX wB97M-V def2-TZVPD def2/J DEFGRID3
* xyz 1 1
Os 0.24 -1.10 1.31
As 0.82 -0.43 -1.27
Cl -0.26 -1.43 4.07
Cl -0.93 -3.37 1.97
S -1.70 0.85 1.33
O -0.18 0.83 1.65
O 1.88 -0.90 -2.53
O -1.68 0.72 -0.34
O -2.06 -0.57 1.57
O 1.66 -0.15 0.20
O -0.12 -1.67 -0.51
C -0.01 1.12 -1.94
C -1.05 -2.98 3.71
C -1.10 1.61 -1.22
C -1.04 3.60 -2.51
C -1.63 2.85 -1.49
C 0.02 3.12 -3.25
C 2.01 -2.03 1.83
C 0.55 1.87 -2.98
H 2.54 -2.39 0.95
H 0.44 3.71 -4.04
H 2.36 -1.73 -2.37
H -2.10 -2.89 3.95
H -0.55 -3.76 4.27
H 1.79 -2.86 2.51
H 1.39 1.49 -3.54
H -2.49 3.22 -0.95
H -1.44 4.58 -2.73
H 2.64 -1.30 2.33
*
```

Here are the Löwdin charges for atoms 1 to 8, given in e: number 1, Os, carries 1.257; number 2, As, carries 1.085; number 3, Cl, carries 0.647; number 4, Cl, carries 0.658; number 5, S, carries 0.923; number 6, O, carries -0.560; number 7, O, carries -0.171; number 8, O, carries -0.289

=====

C8H10BBr21NO | the ωB97M-V functional and the def2-TZVPD basis

Highest occupied orbital energy: -4.59 eV
HOMO-LUMO gap: 5.32 eV

Structure (ORCA input):
```
! RIJCOSX wB97M-V def2-TZVPD def2/J DEFGRID3
* xyz -1 1
Br 0.82 -5.07 -1.62
Br -5.81 -1.79 5.02
Br 0.18 1.04 0.44
Br 1.65 4.11 -5.48
Br 2.24 4.14 0.45
Br -1.30 -1.02 4.30
Br 1.52 3.33 3.44
Br 3.95 -5.42 -1.96
Br 1.94 -0.94 -1.27
Br 3.26 -5.63 3.79
Br 2.70 -0.37 1.75
Br 1.09 -3.76 2.42
Br 2.33 -7.39 -0.07
Br 1.47 2.51 -2.74
Br -5.02 -2.88 7.90
Br 1.95 0.95 -5.44
Br -2.49 -3.94 3.99
Br -4.22 0.08 7.04
Br 2.75 -2.71 4.93
Br -2.08 -2.10 1.43
Br 3.77 5.49 2.88
O -4.92 5.22 -8.30
N -2.75 4.25 -8.03
C 2.12 4.73 2.27
C 1.97 -4.23 4.06
C 2.45 -5.61 -0.77
C -2.49 -2.15 3.29
C -4.51 -1.72 6.45
C -3.83 4.75 -8.15
C 2.26 2.60 -4.49
C 1.28 -0.53 0.47
B -1.35 5.02 -7.79
H 1.38 5.52 2.30
H 2.62 -4.95 0.07
H -0.59 4.29 -7.16
H -1.55 6.06 -7.17
H -3.58 -2.09 6.06
H 3.32 2.67 -4.35
H -3.50 -1.76 3.42
H 1.21 -4.62 4.72
H -0.85 5.28 -8.89
H 0.66 -1.35 0.80
*
```

Here are the Löwdin charges for atoms 1 to 8, given in e: number 1, Br, carries 0.562; number 2, Br, carries 0.599; number 3, Br, carries 0.531; number 4, Br, carries 0.651; number 5, Br, carries 0.555; number 6, Br, carries 0.589; number 7, Br, carries 0.547; number 8, Br, carries 0.579

=====

C8H10BClO2 | the ωB97M-V functional and the def2-TZVPD basis

Highest occupied orbital energy (spin up / spin down): -5.15 / -9.73 eV
HOMO-LUMO gap (spin up / spin down): 5.45 / 7.45 eV

Structure (ORCA input):
```
! RIJCOSX wB97M-V def2-TZVPD def2/J DEFGRID3
* xyz 0 3
Cl -1.67 0.50 1.55
O -4.84 -1.73 -1.42
O -4.86 -1.69 1.05
C 1.63 -0.32 -0.67
C 3.15 1.60 -0.46
C 0.85 1.81 0.39
C 2.84 0.17 -0.93
C 2.03 2.30 0.18
C -0.63 -0.22 0.39
C 0.53 0.33 0.05
C -1.11 -1.63 0.14
B -4.84 -1.73 -0.23
H -2.23 -1.59 0.05
H -0.72 -2.08 -0.77
H 3.72 -0.44 -1.22
H 3.59 2.26 -1.17
H 4.08 1.42 0.23
H 2.19 3.32 0.42
H -4.22 -1.23 1.57
H -0.82 -2.01 1.03
H -0.03 2.31 0.82
H 1.37 -1.36 -1.00
*
```

Here are the Löwdin charges for atoms 1 to 8, given in e: number 1, Cl, carries 0.731; number 2, O, carries 0.170; number 3, O, carries 0.258; number 4, C, carries -0.070; number 5, C, carries -0.184; number 6, C, carries -0.046; number 7, C, carries -0.083; number 8, C, carries -0.127

=====

C8H10Br2Si | the ωB97M-V functional and the def2-TZVPD basis

ΔE to the lowest compared entry with this formula, charge and spin: 111.90 kcal per mole
Highest occupied orbital energy (spin up / spin down): -7.87 / -8.97 eV
HOMO-LUMO gap (spin up / spin down): 7.52 / 8.11 eV

Structure (ORCA input):
```
! RIJCOSX wB97M-V def2-TZVPD def2/J DEFGRID3
* xyz 0 1
Br -2.92 2.46 0.71
Br -3.32 -2.59 0.80
Si -2.18 -0.75 -0.05
C 1.45 1.28 1.04
C 0.92 0.06 0.78
C 2.82 1.43 0.94
C -3.49 0.63 0.19
C 1.65 -1.03 0.44
C -1.74 -0.92 -1.89
C 3.61 0.43 0.45
C 3.02 -0.80 0.18
H -0.94 -1.57 -2.32
H 4.67 0.67 0.14
H -4.08 0.56 -0.69
H -2.61 -1.37 -2.22
H -1.75 0.22 -2.21
H -3.97 0.43 1.12
H 1.17 -1.99 0.23
H 0.81 2.09 1.25
H 3.70 -1.64 0.12
H 3.17 2.41 1.00
*
```

Here are the Löwdin charges for atoms 1 to 8, given in e: number 1, Br, carries 0.523; number 2, Br, carries 0.227; number 3, Si, carries 0.306; number 4, C, carries -0.116; number 5, C, carries -0.020; number 6, C, carries -0.106; number 7, C, carries -0.774; number 8, C, carries -0.123

=====

Number 1: DFT total energy -12866.65895 a.u.. Number 2: DFT total energy -8254.06917 a.u.. Number 3: DFT total energy -310.76650 a.u.. Number 4: DFT total energy -4684.43408 a.u.. Number 5: DFT total energy -4406.95766 a.u.. Number 6: DFT total energy -54519.96696 a.u.. Number 7: DFT total energy -946.25336 a.u.. Number 8: DFT total energy -5748.24711 a.u..